No. 1
ORCA calculation (ωB97M-V with the def2-TZVPD basis set) on a cluster of 9 separate species, C32H26Br2Cl32INO6P2 in total.

Results
Structure (SMILES) = CC[C@H](Br)c1c(C[C@H](C)I)c(CC(=O)Br)c(P(=N)(O)O)c2c1C(=O)c1c(C)cc(P(C)O)cc1C2=O.ClC(Cl)(Cl)Cl.ClC(Cl)(Cl)Cl.ClC(Cl)(Cl)Cl.ClC(Cl)(Cl)Cl.ClC(Cl)(Cl)Cl.ClC(Cl)(Cl)Cl.ClC(Cl)(Cl)Cl.ClC(Cl)(Cl)Cl
LUMO energy = -1.08 eV
E_HOMO = -8.727 eV
Orbital gap = 7.6 eV

Last column: Mulliken charge in e.
Geometry (Å):
Cl -0.033 6.035 -0.593  -0.04
Cl 4.508 1.865 -7.090  -0.11
Cl 5.491 0.146 6.337  -0.11
Cl 2.582 10.026 -2.909  -0.10
P 1.824 0.730 -5.051  -0.12
Cl -4.977 6.999 2.178  -0.11
C -2.113 -2.133 -0.199  0.45
Cl 9.167 7.732 4.924  -0.11
Cl 2.375 3.350 3.542  0.01
H 2.249 -2.850 3.267  0.08
Cl 7.430 5.445 5.226  -0.05
C -0.796 -5.330 2.306  -1.97
H -3.455 -5.114 2.718  0.47
H 2.605 -1.633 -5.399  0.33
H -3.200 0.324 -4.903  0.45
H -6.437 -2.740 0.819  0.48
Cl -0.099 9.431 -2.024  -0.07
I -5.383 -7.548 1.650  0.04
Cl -1.158 -0.977 3.046  0.05
H -4.272 -0.750 1.540  0.14
Cl 3.514 4.828 5.746  -0.10
C -3.605 -5.135 1.636  -2.32
Cl 6.518 3.929 -7.241  -0.10
H -0.939 0.549 -5.225  0.38
Cl -1.082 3.326 -0.491  0.02
Cl 1.317 7.561 -3.711  -0.04
C 5.835 2.651 -6.229  0.32
C -0.719 0.197 -4.225  -1.14
H -4.630 -4.842 1.494  0.83
O -3.490 -0.311 -0.990  -0.55
Cl 3.941 5.718 3.036  -0.09
C -2.465 -0.961 -1.078  -0.15
C -0.325 -3.269 0.963  1.64
Cl 7.503 6.883 2.726  -0.09
Cl -3.349 5.435 0.378  0.03
Br 0.380 -6.441 -0.259  -0.17
C -1.436 -0.590 -2.098  0.45
Cl 3.614 0.338 4.159  0.18
Cl 1.275 3.930 -2.048  -0.06
C 0.602 0.148 -3.819  1.25
C -4.426 6.826 0.507  0.24
C -3.058 -3.058 0.247  0.22
Br -5.252 -4.372 -1.151  -0.08
C -4.516 -2.862 -0.136  -1.43
Cl -3.556 8.288 0.022  -0.09
C -2.621 -4.117 1.064  1.34
C -5.313 -1.012 1.369  -1.20
Cl 5.862 -1.456 3.965  -0.11
Cl 7.087 1.453 -5.870  -0.12
Cl 5.240 3.328 3.993  -0.10
Cl -5.822 6.596 -0.552  -0.10
C -5.407 -2.521 1.091  -0.26
H -4.078 -7.105 -0.791  0.54
C 0.155 -1.153 -0.328  -0.54
H -5.940 -0.716 2.204  0.47
O 3.145 1.239 -4.183  -0.21
C -1.766 -0.165 -3.385  0.53
C -0.113 -0.672 -1.713  -0.22
H -5.604 -0.460 0.480  0.29
Cl -2.580 1.528 2.863  -0.07
H -3.559 -1.105 -3.999  0.31
H 1.989 -4.991 2.676  0.39
C -1.259 -4.210 1.400  0.37
C -0.140 -6.531 1.618  0.54
H -2.561 -7.818 -0.330  0.29
C -3.184 -0.085 -3.898  -1.62
Cl 0.239 1.522 3.488  0.13
Cl -1.653 0.561 5.429  -0.12
C 0.388 4.322 -0.575  0.09
H -2.640 -6.097 -0.769  0.31
H -0.067 -4.904 2.984  0.80
H -4.614 -2.033 -0.814  0.58
C 4.662 -0.751 5.056  0.21
O 2.227 -3.093 -0.018  -0.44
C -3.154 -6.908 -0.265  -1.47
Cl 6.307 8.096 5.057  -0.08
C 3.773 4.305 4.080  0.14
C 0.913 -0.308 -2.549  -0.80
C -3.450 -6.624 1.212  -0.27
O 1.953 -4.855 1.726  -0.58
H 3.371 0.607 -3.489  0.23
H 2.414 -3.936 -0.459  0.32
C 1.050 9.270 -3.360  0.30
O 1.049 -0.684 0.342  -0.57
C 2.409 -0.741 -5.993  -1.02
N 1.807 -2.350 2.502  -0.34
Cl 1.394 3.978 0.833  0.07
C -0.781 -2.224 0.168  0.49
Cl 0.396 10.072 -4.793  -0.10
H 3.331 -0.446 -6.481  0.30
H -3.807 0.487 -3.224  0.30
Cl 5.234 3.342 -4.725  -0.07
H 1.942 -0.369 -2.221  0.40
Cl 3.703 -2.048 5.791  -0.14
O 0.087 -7.533 2.241  -0.55
H -5.073 -3.042 1.980  0.28
H -1.592 -5.705 2.935  0.53
P 1.475 -3.354 1.365  0.25
C -1.286 0.655 3.699  0.00
H 1.685 -0.913 -6.787  0.37
C 7.602 7.039 4.484  0.32
H -2.781 -7.141 1.884  0.75

***

No. 2
ORCA calculation (ωB97M-V with the def2-TZVPD basis set) on a structure of composition CHCoF3MgNO3S2.

Results
Total charge = +1
Spin multiplicity = 4
LUMO energy (alpha / beta) = -6.58 / -7.04 eV
E_HOMO (alpha / beta) = -12.558 / -12.555 eV
<S²> = 3.77
Orbital gap (alpha / beta) = 6.0 / 5.5 eV

Last column: Mulliken spin population.
Geometry (Å):
C -2.108 -1.034 0.805  0.01
O -1.113 -1.090 -1.591  0.08
S -1.256 0.017 -0.506  0.02
Mg 1.523 1.624 -0.291  0.00
O 2.216 3.337 -0.087  0.00
S 1.398 -0.889 0.289  0.20
F -3.251 -1.493 0.326  0.00
O 2.584 0.048 -0.315  0.07
F -1.334 -2.061 1.145  0.00
N 0.152 0.334 0.212  0.00
Co 0.414 -2.129 -1.598  2.62
F -2.339 -0.289 1.871  0.00
H 3.114 3.623 -0.260  0.00

***

No. 3
ORCA calculation (ωB97M-V with the def2-TZVPD basis set) on a structure of composition C38H38N5O3Sc.

Results
LUMO energy = -0.13 eV
Relative energy (zero: lowest compared OMol25 entry of this formula, charge and spin) = 118.6 kJ/mol
E_HOMO = -8.058 eV
Orbital gap = 7.9 eV

Last column: Mulliken charge in e.
Geometry (Å):
O 2.512 -3.995 2.012  -0.72
C 4.492 2.960 0.746  -1.70
C -0.035 -1.778 3.895  1.23
H -4.027 -3.747 2.366  0.49
C 1.096 -5.132 -0.213  -1.88
C -0.722 3.695 -1.456  -0.71
C 3.227 3.546 -1.336  -1.64
H 4.406 1.258 -2.269  0.26
C 1.696 -0.976 -3.943  -1.32
C -3.405 -3.401 1.558  -0.38
H 2.808 -3.882 -2.034  0.42
N -2.376 -2.572 1.780  -0.13
H -4.115 -4.285 -0.334  0.47
H -4.995 1.595 -2.916  0.42
H 4.908 2.158 1.356  0.37
C -2.006 0.164 -2.282  0.51
C -4.183 1.136 -2.366  -0.81
C 1.682 -3.733 -0.198  1.80
Sc 0.262 -0.697 0.790  -0.46
H 0.442 -2.672 3.510  0.33
C -2.700 3.436 2.230  -1.27
H -0.188 3.769 -2.397  0.52
C -0.443 2.662 -0.609  -0.03
H -0.827 -0.377 6.884  0.39
C 1.502 -0.707 -2.597  -0.27
H 2.682 -1.231 -4.307  0.55
C -3.187 0.395 -0.340  -0.46
H 2.753 3.164 -2.243  0.26
H 0.993 -5.491 -1.242  0.47
H 3.411 -2.641 -0.912  0.27
C 2.744 1.467 -0.128  0.84
C -0.195 -1.657 5.274  -0.95
C -2.334 4.606 0.073  -0.81
O 0.726 -2.802 -0.736  -0.04
O 1.574 -2.044 1.467  -0.30
C -4.269 0.956 -0.995  -0.95
C -0.630 -0.553 -4.274  -1.18
C 3.822 2.395 -0.512  1.93
H -3.066 5.356 0.352  0.42
C -2.370 2.424 3.066  -0.97
H 0.487 -3.077 -1.627  0.22
H -1.894 5.487 -1.810  0.41
H -3.210 0.242 0.734  0.38
C -0.993 0.365 3.583  0.63
H 3.769 3.507 1.353  0.34
C 2.985 -3.643 -0.981  -1.76
C 4.862 1.650 -1.358  -1.65
H -3.445 4.172 2.513  0.44
H 2.473 4.084 -0.759  0.28
H 0.133 -2.457 5.928  0.45
H 5.299 3.643 0.467  0.41
N -0.849 1.491 1.468  0.95
H 0.707 -1.138 -5.845  0.43
H -2.006 -2.834 -1.325  0.53
N -1.710 -2.267 0.656  0.96
H -1.502 -0.496 -4.911  0.47
H 0.113 -5.134 0.260  0.33
H 1.747 -5.812 0.333  0.40
H -2.846 2.321 4.029  0.41
H 3.709 -4.354 -0.580  0.47
C -0.725 -0.282 -2.914  0.62
C -2.056 3.548 0.977  0.96
H 4.012 4.250 -1.625  0.48
H 2.317 -0.730 -1.886  0.54
H 5.673 2.326 -1.642  0.44
C 1.950 -3.265 1.224  -0.17
C -1.135 0.525 4.963  -1.07
C -3.426 -3.657 0.203  -1.31
H -1.524 1.445 5.383  0.40
N -2.069 0.029 -0.962  1.14
H -5.145 1.254 -0.436  0.48
C -1.686 4.677 -1.122  -0.99
N 0.311 -0.393 -2.089  0.78
C -1.124 2.555 0.630  -0.06
H 5.287 0.814 -0.800  0.35
C 0.602 -0.914 -4.791  -0.75
C -0.735 -0.495 5.812  -0.72
C -2.345 -2.923 -0.305  -0.57
C 1.853 0.696 0.187  -0.80
C -1.403 1.460 2.662  1.23
C -0.434 -0.773 3.010  -0.55
H 0.310 1.926 -0.849  0.21
C -3.038 0.723 -3.025  -1.11
H -2.029 -2.177 2.646  -0.04
H -2.936 0.864 -4.092  0.44

***

Number 1: E -22595.7324 hartree. Number 2: E -2997.7145 hartree. Number 3: E -2731.1528 hartree.